Record 1
Molecular formula: C14H15ClN2O3SSi
Method: DFT, the ωB97M-V functional and the def2-TZVPD basis

The geometry in XYZ format:
```
37
Properties=species:S:1:pos:R:3:forces:R:3
C 1.06473 1.40180 1.69630 -0.03 0.44 0.07
C 0.58081 0.17808 2.47932 -0.10 -0.18 -1.36
C 0.83393 0.31384 3.86342 0.90 0.39 3.47
N 1.15827 0.39093 4.98380 -0.70 -0.08 -2.02
Si 1.36627 -1.46206 2.00316 1.96 -1.15 0.80
C 0.95705 -2.66153 3.37566 -0.52 0.89 -0.25
C 3.22014 -1.46601 1.66251 0.30 -0.08 0.44
O 0.76113 -2.04066 0.55486 -0.39 1.30 -1.87
C 0.85131 -1.14875 -0.49616 -0.10 0.04 0.70
O 1.69529 -0.29141 -0.63804 -0.46 -1.09 0.25
C -0.30525 -1.25975 -1.45087 -1.09 -0.47 -0.34
N -1.28863 -0.17208 -1.29648 -0.10 -0.05 0.55
C -1.90150 0.07428 -0.04930 -0.20 0.60 -1.77
O -1.80049 -0.52472 0.98786 0.13 -0.50 -0.42
S -2.95055 1.49181 -0.26049 -0.17 0.25 0.87
C -2.46353 1.74693 -1.88769 0.25 -0.21 -0.34
C -2.77503 2.82125 -2.69342 -0.24 -0.22 -0.13
C -2.35603 2.77634 -4.00148 0.04 0.77 -1.21
C -1.62897 1.70565 -4.51401 -0.43 0.12 -0.19
C -1.25736 0.67940 -3.68690 -0.15 -0.49 0.39
Cl -0.44082 -0.67917 -4.40835 -0.12 0.26 -0.78
C -1.66125 0.70704 -2.35471 0.87 -0.57 1.28
H 0.98215 1.26460 0.62187 0.11 0.04 0.17
H 2.09701 1.60044 1.97185 0.23 -0.05 -0.27
H 0.52642 2.31104 1.95097 -0.30 -0.01 0.21
H -0.46829 -0.05438 2.28901 -0.03 0.32 0.30
H 1.13132 -3.68742 3.13478 0.38 -0.68 -0.25
H -0.11705 -2.58310 3.58238 0.16 0.07 0.30
H 1.54821 -2.36343 4.25191 -0.32 -0.17 -0.12
H 3.50563 -0.57201 1.10357 0.18 -0.01 0.29
H 3.53502 -2.31586 1.04055 -0.53 0.07 -0.06
H 3.82783 -1.61042 2.56994 -0.21 0.52 -0.13
H -0.83780 -2.21160 -1.31602 0.31 0.17 -0.04
H 0.04133 -1.16163 -2.48271 0.24 -0.41 0.94
H -3.38285 3.63440 -2.33769 -0.05 0.16 0.12
H -2.61421 3.60207 -4.67922 0.08 -0.44 0.35
H -1.43427 1.56609 -5.57021 0.12 0.45 0.04
```
Positions in Å, forces in eV/Å.

## Properties
**Gap between HOMO and LUMO**: 9.53 eV
**SMILES**: C[C@H](C#N)[Si](C)(C)OC(=O)Cn1c(=O)sc2cccc(Cl)c21

Record 2
Molecular formula: C14H15ClN6
Method: DFT, the ωB97M-V functional and the def2-TZVPD basis

The geometry in XYZ format:
```
36
Properties=species:S:1:pos:R:3:forces:R:3
C -1.22772 -1.13786 -3.84237 -0.37 -0.12 -0.05
C -0.57163 -1.53423 -2.52613 -0.94 0.64 0.44
C 0.93621 -1.52975 -2.60603 0.69 -0.42 1.18
C 1.56238 -2.05582 -1.30889 0.43 -0.37 1.72
N 1.25363 -3.23096 -0.74405 0.01 0.64 -0.80
C 1.97625 -3.28607 0.41241 -0.51 0.24 -1.20
N 2.70905 -2.22818 0.62370 0.53 0.89 0.13
N 2.47556 -1.42977 -0.45769 -1.54 -0.86 -1.11
C 2.96883 -0.07083 -0.56110 -0.62 0.30 0.41
C 2.09530 0.94554 0.13948 -0.42 0.12 -0.14
C 1.11838 0.63603 1.02819 -0.44 0.55 -0.41
N 0.45190 1.80938 1.30664 2.74 -1.05 -1.51
C -0.78096 1.91114 1.93772 -1.25 -0.27 1.98
C -1.64627 2.99185 1.73613 -0.18 -1.10 0.44
C -2.90211 3.01335 2.36071 0.19 -0.19 -0.27
C -3.29003 1.98757 3.22985 0.69 0.67 -0.52
Cl -4.83132 2.07579 4.03285 0.25 -0.13 -0.17
C -2.40282 0.94890 3.48034 0.13 -0.35 0.36
C -1.14477 0.89442 2.86515 -0.45 0.06 -0.31
N 1.10725 2.80142 0.64525 -0.71 0.54 -0.40
N 2.05960 2.31318 -0.09097 -0.56 -0.98 1.19
H -2.24107 -0.74206 -3.67955 0.30 -0.15 -0.05
H -0.66078 -0.38680 -4.38830 0.07 0.11 0.00
H -1.32087 -2.02005 -4.47061 0.01 0.00 -0.28
H -0.97558 -2.50912 -2.22066 0.38 0.24 0.11
H -0.87981 -0.79615 -1.76794 0.11 -0.30 0.01
H 1.29541 -0.52998 -2.87291 0.05 -0.18 0.16
H 1.23518 -2.21895 -3.37564 0.31 -0.25 -0.53
H 1.93782 -4.15945 1.05006 0.15 0.30 0.10
H 3.93469 -0.05540 -0.13838 1.25 -0.03 0.49
H 3.07380 0.17474 -1.59940 -0.02 0.16 -0.57
H 0.82874 -0.33710 1.33265 -0.35 -0.41 0.42
H -1.32627 3.75259 1.06161 -0.05 0.51 -0.34
H -3.59919 3.80610 2.10387 0.14 -0.04 0.24
H -2.70825 0.18395 4.20676 0.29 0.26 -0.44
H -0.51056 0.01253 3.09728 -0.33 0.96 -0.29
```
Positions in Å, forces in eV/Å.

## Properties
**Gap between HOMO and LUMO**: 9.27 eV
**SMILES**: CCCc1ncnn1Cc1cn(-c2ccc(Cl)cc2)nn1

Record 3
Molecular formula: C14H15F19N3O2
Method: DFT, the ωB97M-V functional and the def2-TZVPD basis

The geometry in XYZ format:
```
53
Properties=species:S:1:pos:R:3:forces:R:3
F -1.19024 -3.23735 1.23589 -0.25 -0.59 -1.74
C -0.93404 -2.95327 2.48104 0.92 0.60 -1.49
F -1.24671 -3.95574 3.20355 -0.47 -1.57 1.88
F -1.62586 -1.90786 2.77901 -1.10 1.71 1.20
N 0.47665 -2.68812 2.53308 0.35 -0.19 -0.66
C 1.19390 -2.61008 3.60681 1.22 -0.91 1.92
N 2.59551 -2.68028 3.59397 1.19 0.84 -1.53
C 2.88056 -1.33479 4.18295 -2.55 -0.50 -0.13
C 1.82676 -1.35427 5.33837 0.91 0.17 0.37
N 0.83591 -2.40493 4.86829 -1.00 1.60 0.09
H 0.94093 -2.49991 1.64576 0.13 -0.59 -0.06
H 2.87314 -3.36998 4.28671 0.00 -0.38 -0.24
H 2.42260 -0.66745 3.45269 0.95 0.59 -0.16
H 3.90693 -1.12994 4.42926 0.19 -0.06 0.00
H 2.32445 -1.55529 6.28051 -0.49 -0.37 0.29
H 1.23243 -0.44757 5.38429 0.29 0.26 0.30
H -0.09734 -2.04797 5.05473 -0.25 -0.60 -0.03
C -0.74010 -3.32241 -2.78830 -0.13 -0.82 0.04
C 0.19138 -2.47007 -1.91106 0.26 -0.08 -0.80
C -0.46803 -1.34799 -1.11629 -0.19 0.35 0.23
F -1.03635 -0.42940 -1.91668 0.26 0.00 0.27
F 0.47846 -0.70351 -0.36775 0.05 -0.22 0.11
F 1.19330 -1.98203 -2.66277 0.00 0.10 0.19
F 0.76583 -3.31410 -0.99109 -0.24 0.10 0.30
O -0.77827 -2.98865 -4.15770 0.05 0.75 0.24
C -1.65801 -2.00330 -4.57200 -0.28 -0.80 0.15
C -0.91827 -0.82479 -5.20292 0.22 0.40 -0.30
F -0.08303 -0.25733 -4.30108 -0.06 -0.09 -0.08
F -1.80531 0.11432 -5.58967 -0.09 -0.13 0.06
F -2.45814 -1.61367 -3.55838 -0.06 0.13 -0.28
F -2.45121 -2.55740 -5.50655 0.04 0.20 -0.11
H -0.32627 -4.33004 -2.76744 0.18 0.06 0.00
H -1.73909 -3.41449 -2.36041 0.02 0.26 0.07
H -1.22482 -1.73231 -0.43243 -0.05 -0.07 -0.12
H -0.33528 -1.14991 -6.06669 -0.05 -0.10 0.02
C 0.52227 3.16328 -1.36483 0.33 -0.31 -0.64
C 0.76373 2.81515 0.11466 0.28 0.64 -0.26
C -0.45934 2.33377 0.89473 -0.28 -0.20 0.35
F -1.41098 3.27982 0.95983 0.17 -0.18 0.12
F -0.10551 2.03586 2.17985 0.20 -0.09 -0.08
F 1.33762 3.86444 0.73625 -0.12 -0.08 0.15
F 1.68202 1.80286 0.13778 -0.24 -0.24 0.06
O 0.35338 4.53359 -1.66815 -0.38 0.05 0.68
C -0.91139 5.08316 -1.57575 0.26 -0.53 -0.66
C -0.95592 6.20686 -0.54192 -0.04 0.43 0.33
F -0.64214 5.73201 0.68389 0.01 0.03 -0.14
F -2.20428 6.71826 -0.47853 0.01 -0.10 -0.13
F -1.83581 4.13356 -1.33120 -0.13 0.29 -0.05
F -1.19840 5.60638 -2.78445 -0.08 0.19 0.12
H 1.43785 2.88499 -1.88511 0.10 0.05 0.13
H -0.25875 2.54633 -1.81064 -0.13 0.02 0.23
H -0.88373 1.43088 0.44799 0.08 0.03 -0.11
H -0.25297 7.00067 -0.80210 0.01 -0.06 -0.10
```
Positions in Å, forces in eV/Å.

## Properties
**Relative energy (zero: lowest compared OMol25 entry of this formula, charge and spin)**: 81.7 kJ/mol
**Charge**: +1
**Gap between HOMO and LUMO**: 9.06 eV

Record 4
Molecular formula: C14H15F3N2O5
Method: DFT, the ωB97M-V functional and the def2-TZVPD basis

The geometry in XYZ format:
```
39
Properties=species:S:1:pos:R:3:forces:R:3
C -1.04507 -4.16618 1.14101 0.27 0.28 -0.07
C 0.32001 -3.68309 0.67871 -0.19 -0.43 -0.20
O 0.50807 -2.29149 0.97852 0.06 -0.01 0.39
C -0.02406 -1.41047 0.12070 -0.05 0.39 0.05
O -0.64849 -1.70523 -0.85558 -0.05 -0.08 -0.08
C 0.28990 0.00611 0.58400 0.07 0.09 -0.27
C -0.49815 1.06655 -0.19917 0.04 -0.35 -0.22
C -1.98171 0.83688 -0.03926 0.06 0.06 -0.36
C -2.59194 0.94156 1.20141 -0.08 -0.03 -0.14
C -3.94438 0.69431 1.35456 -0.06 -0.02 0.17
C -4.70018 0.32911 0.25412 0.03 0.00 0.00
C -4.11079 0.23568 -0.99241 0.08 -0.02 -0.12
C -2.75441 0.49855 -1.15473 -0.27 0.05 0.45
O -2.15865 0.45628 -2.36869 0.08 -0.03 -0.28
N -0.12918 2.35695 0.34337 -0.47 -0.03 -0.03
C 1.12602 2.70554 0.71894 0.17 -0.26 0.00
O 1.43113 3.82470 1.05682 0.17 0.54 0.11
N 2.05803 1.68565 0.69140 0.13 -0.21 0.09
C 1.80828 0.28787 0.54521 -0.15 -0.26 -0.39
O 2.48235 -0.38080 1.57185 0.19 -0.01 0.24
C 2.46275 -0.17734 -0.79799 0.34 -0.02 0.02
F 1.90517 0.35838 -1.88523 -0.28 0.17 0.01
F 2.40579 -1.51329 -0.94638 -0.10 -0.17 0.10
F 3.75733 0.15037 -0.82238 0.14 0.14 0.16
H -1.13493 -5.23095 0.94807 -0.04 -0.14 -0.01
H -1.16911 -3.98659 2.20619 -0.03 -0.03 0.09
H -1.82914 -3.64232 0.59988 -0.07 -0.01 -0.03
H 0.43531 -3.82251 -0.39977 0.07 -0.01 0.16
H 1.12463 -4.19446 1.20954 -0.06 0.07 -0.09
H 0.01429 0.07596 1.64352 0.08 0.01 -0.13
H -0.25592 0.99778 -1.26739 -0.01 -0.04 0.30
H -1.99812 1.23138 2.05582 0.09 0.04 0.11
H -4.40408 0.78156 2.32656 -0.04 0.01 0.09
H -5.75395 0.12203 0.36314 -0.09 -0.01 0.00
H -4.70319 -0.04118 -1.85424 -0.06 -0.01 -0.09
H -2.77284 0.11221 -3.02799 0.06 0.05 0.11
H -0.77997 3.11803 0.23014 0.13 0.03 0.06
H 2.97048 1.92870 1.05052 -0.11 0.07 -0.04
H 2.16540 -1.29551 1.63576 -0.06 0.16 -0.15
```
Positions in Å, forces in eV/Å.

## Properties
**Relative energy (zero: lowest compared OMol25 entry of this formula, charge and spin)**: 0.0 kJ/mol
**Gap between HOMO and LUMO**: 9.49 eV
**SMILES**: CCOC(=O)[C@@H]1[C@@H](c2ccccc2O)NC(=O)N[C@]1(O)C(F)(F)F

Record 5
Molecular formula: C14H15N
Method: DFT, the ωB97M-V functional and the def2-TZVPD basis

The geometry in XYZ format:
```
30
Properties=species:S:1:pos:R:3:forces:R:3
C 2.34304 1.35150 -0.42058 2.10 0.25 -0.19
C 1.40778 0.65209 -0.90863 0.59 0.14 -1.18
C 0.62751 -0.09326 -1.57244 -2.45 -4.30 2.58
C 0.25300 -0.05267 -2.91585 -1.38 -0.58 -0.62
C -0.59492 -0.94800 -3.44319 0.44 -0.13 -3.66
C -1.04091 -2.11150 -2.80926 0.32 -1.13 3.57
C -0.72614 -2.28208 -1.50759 -1.06 -1.07 -0.13
C -0.11397 -1.22048 -0.67507 1.41 1.02 -0.41
C -1.09242 -0.51298 0.35637 0.40 -0.65 -2.93
C -1.12596 -1.27347 1.57711 1.14 1.67 3.44
C -0.42464 -0.77657 2.64421 -1.29 -2.00 -1.88
C 0.42013 0.43615 2.55725 0.91 -0.85 -0.38
C -0.16974 1.29022 1.47043 0.74 2.08 0.30
C 0.03637 2.80145 1.76867 -3.18 -2.41 -0.27
N -0.71602 0.87787 0.41146 -1.17 0.61 1.54
H 2.17760 2.37131 -0.26521 -0.08 1.46 1.06
H 3.35400 0.98315 -0.56171 0.14 0.17 0.29
H 0.52114 0.83473 -3.36205 0.82 1.51 -1.81
H -0.77654 -1.14013 -4.54555 0.22 1.73 1.01
H -1.59830 -2.88585 -3.28397 -0.11 -0.29 -0.67
H -0.95732 -3.25154 -1.01311 0.01 0.82 -0.25
H 0.62687 -1.72316 -0.04503 0.24 0.33 -0.10
H -2.04906 -0.56190 -0.13700 -0.63 0.23 -0.15
H -1.84428 -2.04921 1.77721 -0.01 -0.37 -0.35
H -0.59411 -1.33999 3.52730 0.37 -0.04 1.11
H 0.43495 0.95270 3.51272 0.09 0.16 0.06
H 1.53009 0.20343 2.28495 -1.73 0.38 0.32
H -0.72105 3.09614 2.50919 0.41 -0.23 0.25
H -0.16757 3.42883 0.96690 -0.22 0.87 -1.87
H 0.98046 2.94321 2.10245 2.95 0.62 1.33
```
Positions in Å, forces in eV/Å.

## Properties
**Relative energy (zero: lowest compared OMol25 entry of this formula, charge and spin)**: 456.6 kJ/mol
**Gap between HOMO and LUMO**: 7.89 eV
**SMILES**: C=C=C1C=CC=C[C@@H]1[C@H]1C=CCC(C)=N1

Record 6
Molecular formula: C14H15N2O4
Method: DFT, the ωB97M-V functional and the def2-TZVPD basis

The geometry in XYZ format:
```
35
Properties=species:S:1:pos:R:3:forces:R:3
C -3.34447 -0.45682 2.39113 -0.38 -0.01 -0.05
C -1.97645 0.01732 2.00554 0.08 0.05 0.52
O -1.06271 -0.38209 3.05926 0.10 0.03 -0.84
C 0.16828 0.09065 2.77668 0.02 1.22 -0.83
O 0.36422 1.01491 2.00315 -0.51 -1.23 0.99
C 1.28250 -0.65446 3.47886 -1.20 -0.57 -1.42
C 2.38657 -0.38943 2.58109 2.71 -0.71 -1.89
N 3.21716 -0.28312 1.77325 -1.47 -0.23 1.27
C 1.54207 -0.08247 4.82108 0.17 1.09 1.67
C 2.20339 1.24570 4.62889 0.90 0.30 0.71
N 3.55891 1.15672 4.69733 -0.95 -0.70 0.50
O 4.35820 2.11776 4.63579 -0.41 0.17 -0.03
O 3.99733 -0.04178 4.85792 1.33 0.52 -0.27
C 0.34959 -0.09407 5.75631 0.28 -0.15 -0.26
C -0.44635 -1.24268 5.85964 -0.05 0.21 0.46
C -1.43672 -1.31412 6.83220 0.18 0.12 -0.31
C -1.70680 -0.21799 7.65686 0.16 0.06 -0.04
C -2.81348 -0.29821 8.66743 -0.20 -0.06 0.17
C -0.93312 0.93511 7.52436 0.05 -0.34 -0.16
C 0.10461 0.98994 6.59327 -0.40 -0.08 0.01
H -4.02469 -0.19321 1.57836 -0.13 -0.03 0.07
H -3.37899 -1.54458 2.52109 0.04 0.21 0.06
H -3.68946 0.03840 3.30607 0.08 -0.18 -0.14
H -1.62426 -0.45843 1.07899 -0.13 0.31 0.13
H -1.91062 1.10818 1.92487 -0.19 -0.32 -0.24
H 1.02293 -1.72485 3.52049 0.20 0.24 -0.25
H 2.36274 -0.69244 5.24900 -0.59 0.14 0.06
H 1.69934 2.20232 4.70801 0.43 -0.11 -0.30
H -0.27592 -2.08597 5.18811 -0.04 0.19 0.28
H -2.00430 -2.23618 6.94709 -0.04 0.17 -0.02
H -2.88730 0.63550 9.23222 -0.02 -0.15 0.01
H -3.78323 -0.47853 8.18500 0.15 0.04 0.09
H -2.64292 -1.12431 9.37064 -0.06 0.19 -0.06
H -1.12569 1.79203 8.16501 -0.03 -0.09 -0.05
H 0.71106 1.88747 6.49130 -0.09 -0.28 0.14
```
Positions in Å, forces in eV/Å.

## Properties
**Relative energy (zero: lowest compared OMol25 entry of this formula, charge and spin)**: 0.0 kJ/mol
**Charge**: -1
**Gap between HOMO and LUMO**: 6.22 eV
**SMILES**: CCOC(=O)[C@@H](C#N)[C@@H](C=[N+]([O-])[O-])c1ccc(C)cc1